{
  "formula": "C5H28O10S",
  "method": "ωB97M-V/def2-TZVPD",
  "symbols": ["C", "S", "C", "C", "C", "C", "O", "H", "H", "H", "H", "H", "H", "H", "H", "H", "H", "O", "H", "H", "O", "H", "H", "O", "H", "H", "O", "H", "H", "O", "H", "H", "O", "H", "H", "O", "H", "H", "O", "H", "H", "O", "H", "H"],
  "positions_angstrom": [[-0.0141, 1.3385, -2.9529], [1.5935, 1.0764, -3.6952], [2.8542, 0.2825, -2.5784], [2.3549, 0.2566, -1.0377], [1.9775, -1.1037, -0.4006], [2.6791, -2.2066, -1.1568], [2.1057, -3.1576, -1.6183], [-0.3785, 1.8628, -3.8558], [-0.5572, 0.3903, -2.6430], [-0.1136, 2.0061, -2.0784], [3.6498, 1.0071, -2.7280], [3.1441, -0.6456, -3.0231], [1.4951, 0.9051, -0.9565], [3.1751, 0.6915, -0.4204], [2.3402, -1.0452, 0.6540], [0.9290, -1.3581, -0.3646], [3.7328, -1.9590, -1.3420], [-0.0994, 2.3860, 0.5092], [-0.8658, 1.8885, 0.1751], [-0.2347, 3.3145, 0.3361], [-2.2139, 0.8491, -0.3211], [-2.7729, 0.5829, -1.0740], [-2.1329, 0.0234, 0.1605], [-0.7078, -1.8008, 2.3270], [-1.6311, -1.5581, 2.4302], [-0.2687, -1.1622, 2.9218], [-2.4155, -1.4724, -1.1679], [-1.4182, -1.5602, -1.1839], [-2.6349, -1.9505, -2.0145], [0.4847, -0.2004, 4.4293], [1.4362, -0.3681, 4.3889], [0.4097, 0.4952, 3.7319], [-2.4993, 2.3455, 1.8879], [-3.1720, 2.8777, 2.3649], [-2.9876, 2.0625, 1.1120], [1.1971, 1.9825, 2.9534], [2.0541, 2.2035, 2.5889], [0.6075, 1.9780, 2.1447], [-0.3040, -2.5707, -2.4641], [0.6482, -2.7918, -2.3227], [-0.3814, -1.7101, -2.8801], [-3.8653, -1.5975, 3.2457], [-4.1493, -1.4057, 2.3379], [-3.0504, -1.1819, 3.5808]],
  "forces_ev_per_angstrom": [[-0.477, -0.643, 0.676], [0.796, -0.374, -0.228], [-1.789, 1.427, 1.376], [1.271, 0.075, -0.919], [0.852, -0.134, 0.229], [-0.498, 1.184, 0.738], [0.802, -0.504, -0.249], [-0.840, -0.459, 0.654], [0.383, 1.126, -0.861], [0.532, -0.109, -0.489], [0.348, -0.266, 0.465], [0.010, -0.658, -0.058], [-0.006, 0.333, 0.138], [-0.602, -0.156, -0.533], [-0.250, -0.408, -0.686], [-0.385, 0.238, -0.056], [0.424, -0.677, -0.043], [0.815, -0.553, -0.189], [-0.109, 0.307, 0.043], [-0.313, 0.248, 0.036], [-0.572, 0.684, -0.288], [0.553, 0.031, 0.368], [0.017, -0.195, 0.143], [0.135, 0.644, -0.068], [-0.192, -0.382, -0.199], [0.117, -0.521, 0.119], [0.820, -1.094, -1.742], [-1.398, -0.315, 0.132], [0.170, 0.462, 1.450], [0.003, 0.214, -0.973], [-0.182, -0.081, 0.244], [0.268, -0.086, 0.974], [-1.157, 0.867, 0.924], [0.775, -0.440, -0.136], [0.158, -0.335, -0.417], [-0.880, -0.095, -1.044], [0.273, 0.030, 0.010], [0.526, 0.374, 0.683], [-0.011, -0.088, 0.096], [-0.781, 0.207, -0.031], [0.501, 0.014, -0.424], [-0.207, -0.436, 0.432], [0.888, 0.407, 0.554], [-0.789, 0.135, -0.850]],
  "mulliken_charge": [-0.4197, -0.1328, -0.7290, -0.2234, -0.0610, -0.1530, -0.5802, 0.3070, 0.0555, 0.1980, 0.3869, 0.3960, -0.0567, 0.3600, 0.3173, 0.0289, 0.4685, -0.6936, 0.3359, 0.2988, -0.7260, 0.3309, 0.2874, -0.5690, 0.1683, 0.3824, -0.7011, 0.4135, 0.3155, -0.6940, 0.2899, 0.4183, -0.5354, 0.2703, 0.3303, -0.6986, 0.2914, 0.4387, -0.7682, 0.3471, 0.2978, -0.6276, 0.3044, 0.3300],
  "orbital_gap_ev": 8.96,
  "total_energy_ev": -36948.3530,
  "e_lumo_ev": 0.08,
  "homo_ev": -8.8735,
  "largest_force_ev_per_a": 2.7,
  "smiles": "CSCCCC=O.O.O.O.O.O.O.O.O.O",
  "total_charge": 0
}

---

{
  "formula": "C5H28O8",
  "method": "ωB97M-V/def2-TZVPD",
  "symbols": ["C", "C", "C", "C", "C", "H", "H", "H", "H", "H", "H", "H", "H", "H", "H", "H", "H", "O", "H", "H", "O", "H", "H", "O", "H", "H", "O", "H", "H", "O", "H", "H", "O", "H", "H", "O", "H", "H", "O", "H", "H"],
  "positions_angstrom": [[1.9754, 1.0796, -1.5225], [2.3914, 0.2999, -0.2597], [2.0930, -1.1923, -0.2113], [2.2886, -1.7799, 1.1742], [3.1136, -1.8546, -1.1731], [1.0126, 0.7645, -1.9092], [2.0509, 2.1380, -1.2961], [2.7384, 0.8216, -2.2550], [3.4711, 0.4981, -0.1423], [2.1135, 0.8292, 0.6663], [1.1082, -1.3752, -0.6448], [1.6894, -2.6754, 1.3561], [1.8494, -1.0963, 1.9099], [3.3362, -1.9399, 1.4257], [3.1435, -1.4205, -2.1654], [2.9050, -2.9270, -1.2292], [4.1311, -1.7671, -0.7845], [-1.3647, 1.1704, 2.9687], [-1.6940, 1.3142, 3.8668], [-0.5573, 1.7144, 2.9687], [-1.3177, -1.4971, 2.5682], [-2.1358, -1.1078, 2.2303], [-0.9214, -0.6268, 2.7975], [0.9773, 2.9506, 2.2633], [1.8502, 2.6759, 2.6028], [1.1275, 3.1393, 1.3331], [-1.4424, -0.7864, -3.6811], [-1.0032, -1.3164, -4.3464], [-0.8001, -0.5660, -2.9953], [-2.5452, 1.9730, 0.3818], [-2.2865, 1.9012, 1.3123], [-2.5075, 1.1183, -0.1173], [-1.5384, -3.1566, 0.3307], [-1.3313, -2.3762, 0.8805], [-0.8255, -3.7606, 0.5682], [-0.8793, 2.2526, -1.7851], [-0.5805, 3.1220, -2.0598], [-1.4884, 2.3418, -1.0218], [-2.3747, -0.1477, -1.3253], [-2.5607, 0.1319, -2.2179], [-2.6078, -1.0835, -1.2383]],
  "forces_ev_per_angstrom": [[0.884, -1.191, 0.547], [0.569, 1.308, 0.942], [1.534, 0.152, -1.194], [-1.216, 0.400, 0.622], [-0.173, -0.587, 0.474], [-0.205, 0.418, 0.149], [-0.348, 0.165, -0.333], [-0.093, 0.287, -0.410], [0.127, -0.640, -0.320], [-1.024, -0.289, -0.190], [-0.259, -0.002, 0.420], [0.408, -0.317, -0.339], [0.275, 0.139, 0.062], [-0.021, -0.070, -0.061], [-0.311, 0.000, -0.244], [0.029, 0.039, -0.292], [-0.042, 0.117, 0.190], [0.357, 0.591, 0.690], [-0.242, -0.164, -0.161], [0.080, 0.089, -0.532], [0.000, 1.089, -0.070], [-0.373, -0.545, 0.003], [0.223, -0.686, 0.031], [0.560, -0.314, 0.538], [-0.567, 0.211, -0.242], [-0.121, -0.053, -0.174], [-0.108, 0.055, -0.098], [0.203, -0.029, -0.039], [0.053, -0.094, -0.164], [-0.196, 0.187, -0.440], [0.074, -0.558, -0.423], [-0.069, 0.204, 0.929], [0.275, 0.345, -0.004], [-0.046, -0.389, -0.013], [-0.167, -0.059, -0.110], [-0.097, -0.179, -0.083], [-0.223, 0.095, 0.149], [0.358, 0.384, -0.151], [-0.028, -0.285, 1.142], [-0.141, -0.083, -0.535], [0.061, 0.257, -0.269]],
  "mulliken_charge": [-0.9552, -0.2617, 1.1552, -1.4089, -1.6358, 0.0686, 0.3385, 0.3966, 0.2575, -0.0845, 0.0331, 0.3040, 0.2757, 0.3459, 0.3942, 0.3930, 0.3859, -0.6963, 0.3248, 0.3526, -0.7016, 0.2814, 0.4389, -0.6760, 0.3027, 0.3081, -0.6743, 0.2735, 0.3534, -0.7853, 0.3527, 0.4192, -0.6120, 0.3516, 0.3012, -0.5619, 0.2552, 0.4290, -0.6335, 0.3280, 0.2666],
  "e_above_lowest_kcal_mol": 0.0,
  "orbital_gap_ev": 10.73,
  "total_energy_ev": -22019.7248,
  "e_lumo_ev": 0.13,
  "homo_ev": -10.5960,
  "largest_force_ev_per_a": 2.0,
  "smiles": "CCC(C)C.O.O.O.O.O.O.O.O",
  "total_charge": 0
}

---

{
  "formula": "C5H29N2O8",
  "method": "ωB97M-V/def2-TZVPD",
  "symbols": ["C", "C", "C", "C", "C", "N", "N", "H", "H", "H", "H", "H", "H", "H", "H", "H", "H", "H", "H", "H", "H", "H", "O", "H", "H", "O", "H", "H", "O", "H", "H", "O", "H", "H", "O", "H", "H", "O", "H", "H", "O", "H", "H", "O"],
  "positions_angstrom": [[-2.4660, 0.5388, -2.0496], [-1.6152, 0.8018, -0.8050], [-0.1896, 0.3024, -1.0118], [0.7418, 1.2899, -0.3438], [1.2041, 1.0280, 0.8957], [0.9301, 2.4991, -0.9885], [-2.2539, 0.0870, 0.3836], [-2.4484, -0.5255, -2.3286], [-3.5516, 0.7069, -1.9861], [-2.3627, 1.3015, -2.8441], [-1.7986, 1.8479, -0.6321], [0.1102, 0.3032, -2.0844], [0.0221, -0.7492, -0.8677], [1.4808, -0.0095, 1.0389], [1.4884, 1.7933, 1.6152], [0.5237, 2.5657, -1.9059], [1.1737, 3.2962, -0.4282], [-3.2527, 0.2764, 0.3319], [-1.7605, 0.4909, 1.1893], [-2.1515, -0.9559, 0.3506], [-1.8402, -2.6736, -1.2873], [-1.2507, -3.1774, 0.0921], [-1.8121, -2.5076, -0.3257], [1.6226, 0.0070, 3.0096], [1.9554, 0.7157, 4.3907], [1.2522, 0.4641, 3.7645], [1.5933, -1.6528, 0.8940], [0.8379, -2.8334, 1.1182], [1.0084, -1.9944, 1.5929], [3.4892, 0.9037, -3.0221], [2.6395, 1.5719, -1.8777], [2.7827, 0.7539, -2.3891], [-0.5968, -2.0087, -3.6916], [0.4251, -2.1283, -2.4722], [-0.5168, -2.0894, -2.7262], [2.9381, -0.8947, -1.6216], [3.5731, -1.9921, -0.9515], [2.6911, -1.6025, -0.9868], [-0.6464, -1.2611, 2.3729], [-0.6039, 0.0947, 2.9661], [-1.2290, -0.4900, 2.5005], [-1.9101, 2.9813, 2.0777], [-0.4829, 2.3485, 2.4972], [-1.1935, 2.3831, 1.8594]],
  "forces_ev_per_angstrom": [[-1.444, -0.343, -0.577], [-1.907, -1.755, -1.178], [1.942, 1.500, -1.879], [0.144, -0.555, 1.549], [0.363, 0.163, -0.810], [-0.402, -0.628, -0.058], [0.059, 0.972, -1.957], [0.623, 0.588, -0.575], [-0.099, 0.008, 1.268], [1.209, -0.817, -0.032], [0.973, 0.459, 0.593], [-0.814, 0.469, 0.166], [-0.437, -0.019, 1.216], [-0.771, 0.512, 0.651], [0.646, -0.086, -0.459], [-0.193, 0.651, 0.150], [-0.085, 0.241, -0.279], [0.068, 0.216, 0.484], [-0.541, -0.539, 0.532], [0.439, 0.364, -0.243], [0.496, -0.114, 0.343], [0.156, -0.236, -0.188], [-0.703, 0.216, 0.034], [0.473, -0.275, -0.033], [-0.355, -0.403, -0.650], [-0.173, 0.644, 0.924], [0.241, 0.289, 0.064], [-0.387, -0.395, 0.580], [0.331, -0.644, -0.720], [0.063, 0.233, -0.042], [0.097, -0.258, -0.181], [0.000, 0.093, -0.107], [0.453, -0.123, 0.346], [-0.176, -0.186, -0.360], [-0.225, -0.032, -0.315], [-0.976, 0.392, 0.331], [-0.079, -0.792, 0.563], [0.746, 0.274, -0.560], [-0.108, -0.037, -0.310], [-0.384, -0.147, 0.133], [0.966, -0.163, 1.458], [0.337, 0.206, 0.686], [-0.053, 0.334, 0.529], [-0.512, -0.277, -1.087]],
  "mulliken_spin": [0.2576, -0.1588, 0.2610, 0.1119, 0.2604, -0.0296, 0.3320, -0.1173, -0.0072, -0.0174, 0.0864, 0.0222, 0.1548, -0.2129, 0.1671, -0.0525, -0.0327, -0.0424, -0.0323, -0.0658, 0.1429, 0.0353, -0.0270, 0.0078, -0.0053, 0.0282, 0.0617, 0.0965, -0.0193, -0.0039, 0.0206, -0.0838, 0.0446, 0.1993, -0.2748, 0.0078, 0.1592, -0.2270, 0.0944, -0.0221, -0.0800, 0.0247, 0.0211, -0.0854],
  "e_above_lowest_kcal_mol": 25.4,
  "spin_multiplicity": 2,
  "orbital_gap_ev": [2.30, 8.07],
  "total_energy_ev": -25011.6303,
  "e_lumo_ev": [0.14, -0.02],
  "homo_ev": [-2.1641, -8.0909],
  "largest_force_ev_per_a": 3.1,
  "total_charge": 0
}